[1]
This record from the Open Molecules 2025 dataset describes a cluster of 2 separate species, C6H15NO in total in a non-equilibrium geometry. The level of theory is ωB97M-V/def2-TZVPD.

Computed properties:
Relative energy (zero: lowest compared OMol25 entry of this formula, charge and spin) in kcal per mole: 37.3
LUMO energy in eV: 0.9
Frontier orbital gap in eV: 8.83
HOMO in eV: -7.97

Last column: Mulliken charge in e.
Cartesian coordinates (Å):
C  -1.416335  -0.576022  0.726160  -1.0728
C  -0.519754  -1.787388  0.750567  -0.3327
C  0.176719  -2.098247  -0.628745  -1.0503
C  0.571387  -0.955068  -1.545273  -0.2761
C  1.428361  0.029051  -1.234434  0.6094
C  1.674984  1.185700  -2.189514  -1.2955
N  2.147051  0.043102  -0.030413  -0.4994
H  -0.829708  0.317379  0.543381  0.2332
H  -2.264191  -0.736167  0.062486  0.2762
H  -1.914567  -0.252615  1.649479  0.3826
H  0.256387  -1.751274  1.519510  0.2811
H  -1.049578  -2.714571  0.997302  0.3291
H  -0.409339  -2.759866  -1.260315  0.4132
H  1.072243  -2.693682  -0.392781  0.3398
H  -0.044358  -0.820177  -2.425982  0.2330
H  0.904036  1.095688  -2.953641  0.2912
H  2.659051  1.071102  -2.634514  0.3694
H  1.476971  2.121379  -1.669143  0.3287
H  3.121088  0.283763  -0.160416  0.2497
H  1.997869  -0.756461  0.565106  0.1902
O  -3.301886  3.860991  3.120507  -0.6224
H  -3.060198  4.626633  3.628386  0.3134
H  -2.676240  3.266750  3.562290  0.3090

Forces on atoms 1 to 2 (eV/Å):
C -0.48 0.51 0.79
C 0.35 -0.94 -0.51

---

[2]
This record from the Open Molecules 2025 dataset describes a structure of composition C36H48MgNO5P. The level of theory is ωB97M-V/def2-TZVPD.

Computed properties:
LUMO energy in eV: 0.3
Frontier orbital gap in eV: 8.74
HOMO in eV: -8.42

Last column: Mulliken charge in e.
Cartesian coordinates (Å):
Mg  -1.192546  0.010037  -0.475694  0.9872
O  -6.090301  2.990225  1.453023  -0.5353
C  -4.973590  2.379837  1.009185  1.0029
C  -3.696046  2.879377  1.282288  -0.2536
C  -2.621621  2.165108  0.801110  -0.2526
N  -2.807705  1.065071  0.090425  0.2986
C  -4.012788  0.589219  -0.206848  0.4291
C  -5.145742  1.215804  0.252246  -0.6306
C  -3.886060  -0.682749  -1.058752  -0.0281
O  -4.865093  -1.368583  -1.280340  -0.7125
O  -2.654462  -0.894004  -1.434117  -0.8493
C  -1.123651  2.441044  0.986943  -0.0396
O  -0.774058  3.451198  1.571416  -0.7461
O  -0.387219  1.505892  0.459961  0.2388
H  -5.858431  3.772302  1.961566  0.3011
H  -3.532008  3.792749  1.843676  0.4642
H  -6.135154  0.827023  0.043733  0.5758
C  3.532519  5.562630  -0.772340  -1.4693
C  2.215964  4.911845  -0.328268  0.7170
C  1.713749  5.547847  0.963484  -1.5366
C  2.378491  3.407747  -0.232784  -0.3275
C  2.369136  2.717545  0.965766  -0.2311
C  2.492463  1.337986  1.021713  0.3194
C  2.486442  0.709910  2.409299  1.3190
C  3.793751  1.011585  3.152624  -1.7226
C  1.283157  1.186300  3.242516  -1.8621
C  2.641441  0.587042  -0.161791  0.7052
C  2.729031  1.278731  -1.382767  0.7919
C  2.566113  2.661357  -1.382824  -0.6098
C  3.078960  0.708260  -2.755812  0.1363
C  2.709570  -0.744607  -2.991531  -1.2634
C  4.564477  0.938432  -3.058537  -1.4338
C  2.973362  -0.875833  0.039479  -0.6012
C  4.356565  -1.082577  0.168745  -0.3256
C  4.913430  -2.285316  0.561100  -1.3512
C  4.070919  -3.333306  0.890545  -1.1041
C  2.706610  -3.163276  0.743081  -0.7988
C  2.117921  -1.977705  0.279196  1.2239
P  0.270918  -2.077695  0.036248  -0.5076
C  -0.040771  -3.552247  -1.151593  2.6383
C  -1.534794  -3.910245  -1.079989  -1.9881
C  0.255567  -3.083183  -2.579438  -1.9363
C  0.765173  -4.837547  -0.941136  -1.9120
C  -0.447850  -2.531482  1.737230  2.6191
C  -1.921782  -2.084582  1.743659  -1.9092
C  0.293653  -1.660777  2.759041  -1.4430
C  -0.379139  -3.990137  2.191620  -1.8150
H  3.411279  6.642581  -0.895647  0.4218
H  3.882251  5.149191  -1.720706  0.3609
H  4.310426  5.388009  -0.022562  0.3160
H  1.465541  5.097797  -1.103562  0.3820
H  2.448263  5.433097  1.767239  0.3125
H  0.771705  5.091769  1.276321  0.1947
H  1.551349  6.617578  0.816624  0.4723
H  2.234913  3.259338  1.895811  0.2115
H  2.424483  -0.369615  2.304312  -0.6113
H  3.951439  2.091192  3.227011  0.2774
H  4.652471  0.575952  2.635854  0.3154
H  3.758587  0.599107  4.165675  0.4946
H  1.491336  2.153218  3.709567  0.4577
H  1.058335  0.477069  4.043822  0.4366
H  0.394273  1.310525  2.619826  0.0510
H  2.582715  3.173444  -2.344156  0.5680
H  2.504144  1.296679  -3.474655  0.5930
H  3.394534  -1.427075  -2.488694  0.3304
H  2.726733  -0.976284  -4.059423  0.4934
H  1.703665  -0.928411  -2.621008  -0.2716
H  5.186390  0.369352  -2.361062  0.2656
H  4.825956  1.993419  -2.962588  0.3332
H  4.805565  0.612912  -4.074887  0.4451
H  5.005440  -0.236113  -0.026519  0.7349
H  5.989715  -2.388202  0.642970  0.3870
H  4.464810  -4.274254  1.257211  0.4370
H  2.068491  -3.985380  1.016685  0.4478
H  -2.180755  -3.041946  -1.185495  0.2856
H  -1.793379  -4.431234  -0.157122  0.2705
H  -1.761069  -4.589501  -1.908106  0.5760
H  -0.333997  -2.205103  -2.850526  0.2177
H  -0.017405  -3.886584  -3.270092  0.6033
H  1.313764  -2.869447  -2.719398  0.3907
H  0.641096  -5.275408  0.048427  0.2552
H  1.826038  -4.695800  -1.142106  0.3845
H  0.393830  -5.568447  -1.667032  0.5668
H  -2.005888  -0.998821  1.618878  0.2957
H  -2.362019  -2.321818  2.715625  0.6048
H  -2.527195  -2.567296  0.975524  0.2752
H  0.325726  -0.615916  2.436150  -0.4380
H  1.315576  -2.007508  2.916849  0.4364
H  -0.232452  -1.699919  3.718069  0.6775
H  -0.948146  -4.663496  1.553256  0.3214
H  -0.817519  -4.045379  3.193762  0.5294
H  0.644317  -4.356025  2.274323  0.3187

Forces on atoms 1 to 2 (eV/Å):
Mg 0.25 -0.21 -0.29
O -0.09 -0.05 -0.03

---

[3]
This record from the Open Molecules 2025 dataset describes a structure of composition C8H8F6O5PPd in a non-equilibrium geometry. The level of theory is ωB97M-V/def2-TZVPD.

Computed properties:
Total charge: -2
LUMO energy (alpha / beta) in eV: 4.1 / 4.1
⟨S²⟩: 0.754
Frontier orbital gap (alpha / beta) in eV: 2.93 / 3.05
HOMO (alpha / beta) in eV: 1.18 / 1.06
2S+1: 2

Last column: Mulliken charge in e.
Cartesian coordinates (Å):
Pd  -4.874256  -11.543733  -3.058911  0.3578
O  -7.274654  -8.842230  -5.337266  -0.7663
C  -6.732000  -9.436959  -4.406353  -0.0253
O  -6.292808  -10.670931  -4.399045  -0.5793
C  -6.366938  -8.646617  -3.148271  0.0029
C  -6.797696  -9.433395  -1.914326  0.1873
C  -6.859856  -8.472463  -0.712387  -0.9357
C  -5.396242  -8.100279  -0.478253  -0.7996
C  -4.619835  -8.894719  -1.486398  0.0875
O  -5.510899  -10.226448  -1.474735  -0.4287
C  -4.827208  -8.343840  -2.884938  -0.0731
C  -3.772103  -8.875738  -3.805847  0.2504
O  -3.035862  -8.145670  -4.489932  -0.7874
O  -3.421137  -10.177284  -3.706660  -0.6754
H  -6.910913  -7.732086  -3.137013  0.5765
H  -7.698592  -10.116860  -1.973787  0.3911
H  -7.262633  -8.931387  0.180383  0.3217
H  -7.469474  -7.553919  -0.873761  0.3888
H  -5.045973  -8.220121  0.585002  0.2864
H  -5.298562  -7.002368  -0.645087  0.2814
H  -3.584469  -9.133819  -1.215620  0.4677
H  -4.678754  -7.249777  -2.821577  0.3383
F  -6.235177  -12.755775  -2.357525  -0.8567
P  -6.408735  -14.243876  2.634278  1.1731
F  -6.991704  -15.676655  2.955371  -0.2154
F  -7.911120  -13.646211  2.738808  -0.3452
F  -4.895223  -14.831270  2.847744  -0.3369
F  -6.057724  -13.235257  3.784926  -0.2002
F  -6.297610  -13.837767  1.167581  -0.0858

Forces on atoms 1 to 2 (eV/Å):
Pd 2.42 -1.20 -0.86
O -0.80 0.39 -0.30

---

[4]
This record from the Open Molecules 2025 dataset describes a cluster of 2 separate species, C4H8N2O in total in a non-equilibrium geometry. The level of theory is ωB97M-V/def2-TZVPD.

Computed properties:
Relative energy (zero: lowest compared OMol25 entry of this formula, charge and spin) in kcal per mole: 141.2
LUMO energy (alpha / beta) in eV: 0.3 / 0.3
Frontier orbital gap (alpha / beta) in eV: 8.43 / 8.43
HOMO (alpha / beta) in eV: -8.11 / -8.11

Last column: Mulliken charge in e.
Cartesian coordinates (Å):
C  1.490711  0.384893  -1.100724  -0.8594
N  0.743734  0.465033  0.052357  -0.1953
C  -0.355467  -0.443038  0.167157  0.3160
C  -1.148303  -0.208561  1.439609  -0.6722
O  -0.377889  -0.532579  2.583454  -0.5113
C  -1.298051  -0.381231  -1.093343  0.0800
N  -1.040081  0.104590  -2.150395  -0.5493
H  1.918186  1.305775  -1.537964  0.3364
H  2.210180  -0.443681  -1.236715  0.2703
H  0.438347  -0.064819  -2.793477  0.2232
H  0.435653  1.434065  0.203046  0.2891
H  0.013062  -1.474698  0.130605  0.2403
H  -2.026877  -0.860889  1.445960  0.3381
H  -1.500695  0.841198  1.456287  0.3339
H  0.497489  -0.126059  2.434141  0.3602

Forces on atoms 1 to 2 (eV/Å):
C 1.40 -0.34 -2.78
N -0.56 0.75 -1.02

---

[5]
This record from the Open Molecules 2025 dataset describes a cluster of 2 separate species, CH3O2 in total in a non-equilibrium geometry. The level of theory is ωB97M-V/def2-TZVPD.

Computed properties:
Relative energy (zero: lowest compared OMol25 entry of this formula, charge and spin) in kcal per mole: 8.1
LUMO energy (alpha / beta) in eV: 0.6 / 0.6
⟨S²⟩: 0.752
Frontier orbital gap (alpha / beta) in eV: 7.77 / 12.33
HOMO (alpha / beta) in eV: -7.20 / -11.75
2S+1: 2

Last column: Mulliken charge in e.
Cartesian coordinates (Å):
H  0.388981  0.819988  0.000000  0.2720
C  -1.222231  -0.954378  0.000000  -0.0098
O  -2.202529  -0.362725  0.000000  -0.2866
H  -0.111397  -1.219309  0.000000  0.3030
O  1.263097  1.224546  0.000000  -0.6204
H  1.884079  0.491876  0.000000  0.3418

Forces on atoms 1 to 2 (eV/Å):
H 0.09 0.07 0.00
C 2.62 -4.70 0.00

---

[6]
This record from the Open Molecules 2025 dataset describes an isolated molecule of C2H3BrF2 in a non-equilibrium geometry. The level of theory is ωB97M-V/def2-TZVPD.

Computed properties:
Relative energy (zero: lowest compared OMol25 entry of this formula, charge and spin) in kcal per mole: 12.3
LUMO energy in eV: 0.6
Frontier orbital gap in eV: 11.65
HOMO in eV: -11.02

Last column: Mulliken charge in e.
Cartesian coordinates (Å):
C  0.118394  0.610631  0.551454  -1.0518
C  -0.017651  -0.468407  -0.557831  0.6508
F  1.013843  -1.256179  -0.483909  -0.1798
F  0.094802  0.149388  -1.840348  -0.2398
Br  -1.725892  -1.486583  -0.619681  -0.1431
H  -0.862926  1.109574  0.806974  0.3275
H  0.324316  0.167626  1.615407  0.3094
H  1.055114  1.173949  0.527934  0.3268

Forces on atoms 1 to 2 (eV/Å):
C -1.24 -1.29 2.93
C -0.35 2.58 -0.83

---

Number 1: E_tot -10002.142 eV. Number 2: E_tot -64577.506 eV. Number 3: E_tot -47739.879 eV. Number 4: E_tot -9300.268 eV. Number 5: E_tot -5177.387 eV. Number 6: E_tot -77599.634 eV.